one:
{"formula": "C6H11N", "method": "ωB97M-V/def2-TZVPD", "homo_energy_ev": -8.869, "orbital_gap_ev": 10.00, "multiplicity": 1, "smiles": "[H]/N=C/[C@@H](C)/C=C\\C", "species": ["H", "N", "C", "C", "C", "C", "C", "C", "H", "H", "H", "H", "H", "H", "H", "H", "H", "H"], "xyz": [[-0.872, -3.015, -0.008], [-0.879, -2.025, 0.229], [0.243, -1.463, 0.232], [0.366, -0.004, 0.756], [1.523, 0.165, 1.729], [0.607, 0.677, -0.555], [-0.329, 1.000, -1.450], [-1.802, 0.867, -1.253], [1.200, -1.949, -0.003], [-0.594, 0.282, 1.187], [2.462, -0.162, 1.283], [1.629, 1.211, 2.006], [1.353, -0.427, 2.628], [1.650, 0.825, -0.806], [-0.017, 1.487, -2.365], [-2.196, 1.748, -0.740], [-2.040, -0.012, -0.658], [-2.304, 0.794, -2.214]]}


two:
{"formula": "C6H11N", "method": "ωB97M-V/def2-TZVPD", "homo_energy_ev": -10.997, "orbital_gap_ev": 11.97, "multiplicity": 1, "smiles": "CC(C)[C@@H](C)C#N", "species": ["C", "C", "C", "C", "C", "C", "N", "H", "H", "H", "H", "H", "H", "H", "H", "H", "H", "H"], "xyz": [[1.840, -0.571, 0.411], [0.492, 0.155, 0.441], [0.544, 1.480, -0.363], [-0.653, -0.795, -0.056], [-2.040, -0.432, 0.488], [-0.649, -0.601, -1.508], [-0.467, 0.034, -2.459], [1.815, -1.513, 0.975], [2.628, 0.053, 0.847], [2.125, -0.801, -0.622], [0.243, 0.362, 1.497], [0.441, 1.360, -1.485], [1.511, 1.964, -0.222], [-0.248, 2.160, -0.023], [-0.419, -1.832, 0.211], [-2.807, -1.078, 0.052], [-2.068, -0.549, 1.576], [-2.289, 0.604, 0.241]]}


Verdict on stability: one comes out at the bottom.


one:
{"formula": "C6H11N", "method": "ωB97M-V/def2-TZVPD", "homo_energy_ev": -6.243, "orbital_gap_ev": 4.69, "multiplicity": 1, "species": ["C", "N", "C", "C", "C", "C", "C", "H", "H", "H", "H", "H", "H", "H", "H", "H", "H", "H"], "xyz": [[-0.344, -0.790, -1.434], [-0.306, -0.199, 2.172], [0.302, 0.065, 0.915], [-0.610, 0.116, -0.260], [-1.964, -0.283, -0.083], [2.037, 1.277, -0.534], [1.510, 0.681, 0.705], [-0.460, -1.886, -1.062], [0.669, -0.609, -1.991], [-1.109, -0.537, -2.174], [0.093, -1.116, 2.542], [-1.201, -0.490, 1.621], [-2.196, -1.310, -0.304], [-2.653, 0.296, 0.600], [-0.466, 1.177, -0.478], [3.140, 1.359, -0.509], [1.440, 1.565, -1.300], [2.120, 0.685, 1.573]]}


two:
{"formula": "C6H11N", "method": "ωB97M-V/def2-TZVPD", "homo_energy_ev": -7.626, "orbital_gap_ev": 8.31, "multiplicity": 1, "smiles": "C=C/C(=C/C)NC", "species": ["C", "C", "C", "C", "C", "N", "C", "H", "H", "H", "H", "H", "H", "H", "H", "H", "H", "H"], "xyz": [[0.581, 0.596, 2.728], [0.491, -0.402, 1.836], [0.392, -0.185, 0.362], [0.625, 0.940, -0.322], [0.947, 1.079, -1.843], [-0.276, -1.209, -0.247], [-1.501, -1.183, -0.871], [-0.024, 0.751, 3.615], [1.211, 1.465, 2.314], [-0.231, -1.232, 1.999], [0.958, 1.856, 0.116], [0.403, 0.155, -2.379], [1.983, 1.154, -2.341], [0.234, 1.843, -2.056], [-0.110, -2.160, 0.225], [-1.789, -2.255, -1.167], [-1.655, -0.447, -1.785], [-2.239, -0.766, -0.184]]}


three:
{"formula": "C6H11N", "method": "ωB97M-V/def2-TZVPD", "homo_energy_ev": -7.605, "orbital_gap_ev": 8.47, "multiplicity": 1, "smiles": "C=C(/C=C/C)NC", "species": ["C", "C", "C", "C", "C", "N", "C", "H", "H", "H", "H", "H", "H", "H", "H", "H", "H", "H"], "xyz": [[1.546, -1.225, 0.081], [0.792, -0.127, -0.333], [-0.513, -0.262, -0.942], [-1.581, -0.827, -0.357], [-2.963, -0.633, -0.734], [0.967, 1.107, 0.425], [2.316, 1.635, 0.906], [0.983, -2.286, 0.309], [2.593, -0.977, 0.431], [-0.646, 0.390, -1.752], [-1.418, -1.626, 0.400], [-3.624, -0.116, -0.006], [-3.436, -1.536, -1.058], [-3.120, 0.023, -1.552], [0.214, 1.224, 1.098], [2.692, 1.009, 1.822], [2.946, 1.529, -0.030], [2.251, 2.698, 1.294]]}


four:
{"formula": "C6H11N", "method": "ωB97M-V/def2-TZVPD", "homo_energy_ev": -6.814, "orbital_gap_ev": 7.21, "multiplicity": 1, "smiles": "C=C/C(C)=C(\\C)N", "species": ["C", "C", "C", "C", "C", "C", "N", "H", "H", "H", "H", "H", "H", "H", "H", "H", "H", "H"], "xyz": [[0.577, -2.264, -0.738], [-0.039, -1.095, -0.614], [0.567, 0.152, -0.144], [2.062, 0.282, 0.000], [-0.526, 0.908, 0.329], [-1.705, 0.201, 0.989], [-0.709, 2.334, 0.133], [0.023, -3.128, -0.664], [1.556, -2.479, -1.229], [-1.070, -0.809, -1.108], [2.452, 1.202, 0.076], [2.370, -0.155, 0.905], [2.706, -0.333, -0.804], [-2.262, 0.886, 1.688], [-2.492, -0.103, 0.044], [-1.465, -0.905, 1.467], [-0.301, 2.660, -0.665], [-1.743, 2.646, 0.335]]}


Verdict on stability: one comes out at the bottom.


one:
{"formula": "C6H11N", "method": "ωB97M-V/def2-TZVPD", "homo_energy_ev": -7.333, "orbital_gap_ev": 8.36, "multiplicity": 1, "species": ["C", "C", "C", "C", "C", "C", "N", "H", "H", "H", "H", "H", "H", "H", "H", "H", "H", "H"], "xyz": [[-1.516, -0.126, 1.008], [1.099, -0.594, 1.671], [0.344, -0.036, -2.394], [0.282, 0.475, 0.999], [-1.120, 0.088, -0.356], [-0.173, -0.587, -1.105], [0.658, 1.690, 1.012], [0.021, 2.364, 0.596], [-2.159, 0.629, 1.447], [-1.540, -1.141, 1.387], [-1.448, 1.042, -0.764], [0.141, -1.582, -0.811], [1.343, -0.274, 2.685], [0.597, -1.557, 1.719], [2.025, -0.733, 1.108], [1.316, -0.464, -2.647], [-0.334, -0.250, -3.228], [0.463, 1.055, -2.328]]}


two:
{"formula": "C6H11N", "method": "ωB97M-V/def2-TZVPD", "homo_energy_ev": -8.233, "orbital_gap_ev": 8.84, "multiplicity": 1, "smiles": "[H]/N=C(/C)C=C(C)C", "species": ["H", "N", "C", "C", "C", "C", "C", "C", "H", "H", "H", "H", "H", "H", "H", "H", "H", "H"], "xyz": [[-2.574, -0.400, -0.520], [-1.975, -0.574, -1.323], [-0.719, -0.281, -1.118], [0.306, -0.845, -2.052], [-0.641, 0.964, -0.354], [0.085, 0.392, 0.664], [1.558, 0.067, 0.585], [-0.418, 0.511, 2.083], [-0.183, -1.054, -3.002], [1.139, -0.165, -2.207], [0.702, -1.777, -1.650], [-1.524, 1.575, -0.203], [2.045, 0.536, -0.267], [2.075, 0.418, 1.478], [1.713, -1.010, 0.524], [0.079, 1.351, 2.572], [-0.176, -0.382, 2.661], [-1.493, 0.673, 2.129]]}


Verdict on stability: one comes out at the bottom.